Record 1
18
Properties=species:S:1:pos:R:3 method="wB97M-V/def2-TZVPD" homo_lumo_gap_ha=0.31497 homo_energy_ev=-8.76
C 0.67 1.56 -0.05
C -1.44 0.31 -0.30
C -0.05 0.32 -0.15
C 1.54 -0.83 -0.04
C 2.59 0.17 0.35
C 1.98 1.53 0.20
N -2.17 -0.86 -0.46
N -3.31 -1.16 0.24
O -3.63 -0.40 1.11
O -3.85 -2.18 -0.10
Br -2.47 1.90 -0.37
Br 1.73 -1.56 -1.82
Br 1.17 -2.22 1.24
H 0.14 2.50 -0.15
H 2.90 0.02 1.39
H 3.48 0.08 -0.28
H 2.60 2.40 0.32
H -1.87 -1.57 -1.12

=====

Record 2
15
Properties=species:S:1:pos:R:3 method="wB97M-V/def2-TZVPD" homo_lumo_gap_ha="0.28700 / 0.28512" multiplicity=3 homo_energy_ev="-7.98 / -9.32"
C 1.02 0.08 -1.20
C 1.62 -0.50 -0.17
C -1.12 -0.03 -0.03
C -0.50 -0.55 1.07
C -0.35 0.70 -1.11
C 0.97 -0.56 1.12
N -2.46 -0.15 -0.18
O -2.97 0.48 -1.08
Br 1.24 1.41 1.93
I -1.64 -1.34 2.66
H 1.53 0.18 -2.09
H 2.60 -0.87 -0.39
H -0.28 1.71 -0.54
H -0.97 0.73 -1.90
H 1.32 -1.29 1.91

=====

Record 3
14
Properties=species:S:1:pos:R:3 method="wB97M-V/def2-TZVPD" homo_lumo_gap_ha="0.24742 / 0.24740" homo_energy_ev="-8.81 / -8.81"
C 1.39 0.87 -0.29
C 0.69 1.06 0.86
C 1.43 -0.28 -0.97
C -0.28 0.12 1.22
C 0.52 -1.26 -0.69
C -0.30 -1.06 0.44
O -3.22 -0.33 -0.57
S -1.84 -1.87 0.51
Br -2.86 1.24 -0.40
H 1.91 1.81 -0.62
H 0.80 2.15 1.32
H 1.99 -0.34 -1.86
H -0.80 0.14 2.14
H 0.55 -2.25 -1.10

=====

Strongest force on any atom
In order: 0.080, 0.110, 0.127
Unit: hartree/bohr